(1)
Density functional theory data (the ωB97M-V functional and the def2-TZVPD basis) for C22H56N8O13Zn2 as an isolated structure in a non-equilibrium geometry.

HOMO level = -7.12 eV
relative energy (zero: lowest compared OMol25 entry of this formula, charge and spin) = 0.0 kJ/mol
Kohn-Sham gap = 6.940 eV
molar mass = 771.51 Da
largest force on an atom = 0.2883 hartree/bohr

Geometry as XYZ:
```
101
Properties=species:S:1:pos:R:3:forces:R:3
Zn -2.270 -0.043 0.651 -0.8 -1.2 0.8
Zn -1.753 -3.022 0.539 -0.6 0.1 0.3
C -3.817 -1.977 1.312 4.3 3.7 0.3
O -3.791 -0.824 1.763 -3.5 4.8 5.7
O -3.233 -2.901 1.801 -0.3 -7.5 7.6
O -3.484 -1.893 0.149 -0.2 -0.1 -12.5
C -0.263 -1.200 -0.344 -7.0 -2.4 -0.7
O -0.352 -2.339 -0.739 6.1 -8.6 -7.3
O -1.085 -0.466 -0.876 -0.1 8.9 -7.5
O -0.656 -1.290 0.810 1.6 2.4 14.5
C -4.025 2.080 -0.666 -0.9 0.1 -0.8
O -3.165 1.286 -0.321 -1.0 1.7 -1.0
N -4.921 1.891 -1.604 -1.2 -3.1 -2.8
N -4.285 3.277 -0.189 2.0 2.8 3.2
H -5.030 0.924 -1.872 -0.2 0.2 -0.5
H -5.543 2.604 -1.959 0.2 -0.5 0.3
H -3.614 3.571 0.506 -0.3 0.7 -0.2
H -4.856 3.960 -0.666 0.3 -0.3 0.3
C -0.802 -1.470 -4.530 0.0 -1.4 -2.0
O -0.977 -1.775 -5.677 0.2 -0.4 -3.4
N -1.784 -1.041 -3.820 -4.6 2.2 2.7
N 0.281 -1.686 -3.846 2.9 -0.1 2.1
H -2.697 -1.027 -4.251 0.4 0.0 0.0
H -1.739 -0.769 -2.848 0.3 -0.1 0.2
H 1.194 -1.815 -4.258 -0.5 -0.1 0.2
H 0.094 -1.560 -2.861 1.2 -0.4 0.3
C 4.254 1.276 -0.445 -0.5 -0.4 -0.1
O 3.829 0.150 -1.175 -0.3 0.2 0.3
C 3.394 0.481 -2.475 0.2 -2.3 0.4
C 1.975 0.967 -2.694 0.6 1.1 -0.4
N 1.727 2.320 -2.221 0.4 -0.2 1.0
C 0.462 2.874 -2.638 0.1 -0.1 -0.4
C 0.558 4.365 -2.879 -0.9 -0.3 0.2
O -0.049 4.701 -4.103 0.4 1.8 -0.4
C -0.017 6.140 -4.187 0.4 0.0 -0.6
H 3.404 1.946 -0.318 0.1 0.2 0.4
H 5.022 1.789 -1.024 0.4 0.2 0.3
H 4.614 0.864 0.498 0.2 0.5 0.1
H 3.450 -0.517 -2.911 -0.3 -0.1 -0.6
H 4.220 0.988 -2.974 -0.3 0.9 -0.2
H 1.164 0.323 -2.353 0.4 -0.2 0.3
H 1.930 0.972 -3.783 -0.4 -0.2 -0.5
H 2.502 2.920 -2.466 -0.1 0.1 -0.2
H -0.332 2.727 -1.906 0.1 -0.4 0.2
H 0.125 2.357 -3.536 -0.1 0.2 -0.4
H 1.570 4.768 -2.841 0.3 -0.1 0.1
H -0.048 4.828 -2.101 0.3 0.5 0.4
H -0.487 6.624 -3.331 -0.7 -0.1 -0.1
H -0.339 6.505 -5.162 -0.9 -0.5 0.2
H 0.970 6.603 -4.188 0.8 -0.7 0.3
C 3.083 -2.047 1.000 0.8 0.7 -1.3
C 2.749 -1.890 2.465 -1.3 -1.3 -0.5
C 2.813 -0.523 3.109 1.7 0.7 -0.8
O 2.641 -0.555 4.527 0.1 0.5 -0.4
C 2.882 0.724 5.146 -0.2 -0.3 0.1
N 1.395 -2.470 2.571 0.3 -0.4 1.3
H 2.491 -1.436 0.319 0.1 0.6 0.2
H 2.926 -3.025 0.545 -0.4 -0.5 0.9
H 4.142 -1.917 0.777 0.1 0.7 0.1
H 3.504 -2.512 2.947 -0.3 -0.2 0.7
H 2.259 0.243 2.566 -1.1 -0.1 0.3
H 3.815 -0.172 2.861 0.7 0.1 0.4
H 1.990 1.351 5.131 0.0 0.1 -0.4
H 3.732 1.263 4.729 -0.1 0.0 -0.6
H 3.158 0.622 6.196 -0.2 -0.7 0.0
H 0.779 -2.159 1.834 0.2 0.6 -0.4
H 0.991 -2.059 3.401 -0.4 -0.3 0.4
C -0.300 2.654 0.911 1.1 -1.0 -0.3
C -0.676 1.862 2.109 5.1 0.9 1.2
C -0.361 2.706 3.372 1.2 -0.7 0.4
O 1.068 3.128 3.601 -2.3 -1.0 -0.2
C 1.115 4.532 3.654 -0.3 0.4 -0.8
N -1.951 1.392 2.087 -3.6 0.4 1.9
H 0.778 2.810 0.933 0.0 0.4 0.1
H -0.808 3.616 0.969 -0.2 0.0 -0.7
H -0.424 1.987 0.057 -0.6 0.7 -0.5
H -0.163 0.906 2.211 1.3 0.3 -0.4
H -0.622 2.061 4.211 0.0 0.2 0.4
H -1.037 3.560 3.339 0.1 0.4 0.2
H 0.858 4.839 2.640 0.1 0.8 0.0
H 2.089 4.930 3.936 0.2 -0.5 -0.1
H 0.388 4.965 4.341 -0.2 -0.1 0.2
H -2.098 1.048 3.025 -0.4 -1.3 0.3
H -2.569 2.187 2.178 -0.9 0.4 -0.9
C 0.521 -6.521 0.862 -0.7 0.1 -0.9
C -0.311 -5.367 0.291 0.9 0.4 0.0
C -1.635 -5.666 -0.329 -2.2 -0.4 -1.2
O -2.475 -4.491 -0.548 1.2 -0.5 -1.7
C -3.644 -4.742 -1.340 0.0 0.5 0.5
N -0.655 -4.517 1.405 0.9 0.3 1.6
H 0.724 -7.242 0.070 0.4 -0.1 0.2
H -0.013 -7.014 1.675 -0.1 -0.1 0.0
H 1.405 -6.034 1.274 0.2 -0.4 -0.2
H 0.343 -4.793 -0.365 -0.3 0.0 -0.4
H -2.314 -6.176 0.354 0.6 -1.1 0.2
H -1.599 -6.117 -1.320 0.4 -0.6 0.2
H -3.506 -5.231 -2.304 0.8 -0.5 0.2
H -4.050 -3.778 -1.646 -0.1 0.1 0.7
H -4.298 -5.315 -0.683 -0.5 0.0 -0.4
H -0.567 -5.147 2.189 -1.5 0.0 0.7
H 0.109 -3.938 1.724 1.0 0.6 -0.5
```
Forces are in eV/Å.

---

(2)
Density functional theory data (the ωB97M-V functional and the def2-TZVPD basis) for a 6-piece molecular cluster, C22H56O6 overall in a non-equilibrium geometry.

HOMO level = -9.52 eV
relative energy (zero: lowest compared OMol25 entry of this formula, charge and spin) = 131.7 kJ/mol
Kohn-Sham gap = 10.209 eV
molar mass = 416.68 Da
largest force on an atom = 0.0602 hartree/bohr

Geometry as XYZ:
```
84
Properties=species:S:1:pos:R:3:forces:R:3
C 6.410 -1.431 -6.101 -0.8 0.9 1.1
C 6.982 -0.517 -7.198 0.7 -1.1 2.8
C 8.331 0.088 -6.827 0.2 1.2 -0.1
O 7.134 -1.371 -8.264 0.4 -0.1 -2.4
H 7.045 -2.235 -5.729 0.3 0.0 -0.6
H 5.454 -1.844 -6.422 0.0 -0.3 -0.3
H 6.139 -0.884 -5.198 0.1 0.4 0.1
H 6.331 0.342 -7.358 -0.4 -0.1 -0.3
H 8.413 0.975 -7.455 0.5 0.0 -0.2
H 9.263 -0.470 -6.921 -0.5 -0.6 -0.4
H 8.368 0.485 -5.813 -0.4 -0.1 0.2
H 6.267 -1.539 -8.641 0.0 -0.2 -0.1
C 9.599 2.485 4.070 -0.3 -0.6 0.5
C 8.568 2.787 3.018 -1.4 1.0 -1.3
C 7.452 3.870 3.234 0.1 -1.6 1.1
O 9.199 3.173 1.822 0.7 1.3 -1.2
H 9.120 2.049 4.946 0.0 0.0 0.1
H 10.245 3.298 4.402 -0.3 0.3 -0.3
H 10.249 1.716 3.654 0.1 -0.1 0.1
H 7.977 1.933 2.687 0.1 -0.8 0.9
H 7.800 4.831 3.611 0.0 0.0 -0.5
H 6.749 3.460 3.960 0.3 0.0 0.8
H 6.741 3.855 2.409 0.8 0.7 -0.7
H 9.815 2.527 1.467 0.0 -0.3 0.4
C -4.431 7.837 1.420 -0.7 0.0 0.4
C -5.839 8.282 1.109 -0.7 -0.1 0.0
O -6.549 8.657 2.291 0.3 1.3 -0.5
C -7.789 9.339 2.015 0.2 -1.8 -0.7
C -8.808 8.248 1.674 -0.1 1.1 -0.2
H -3.989 7.612 0.449 0.4 -0.3 0.3
H -3.818 8.523 2.004 -0.2 0.3 -0.3
H -4.588 6.970 2.061 0.6 -0.4 -0.3
H -5.917 9.020 0.310 0.3 0.8 0.3
H -6.341 7.435 0.642 -0.1 -0.4 0.1
H -8.058 9.992 2.846 0.1 -0.3 0.1
H -7.768 9.904 1.083 0.7 0.7 0.2
H -9.754 8.775 1.555 -0.5 -0.5 0.5
H -8.749 7.429 2.391 -0.5 0.1 -0.1
H -8.610 7.903 0.659 0.2 -0.4 0.1
C 0.717 0.345 1.509 0.7 -0.2 -1.5
C 1.090 -0.239 0.068 0.0 1.0 1.4
O 0.798 0.675 -0.998 -0.4 -0.6 0.5
C 1.622 1.837 -0.982 -1.5 -0.1 -0.8
C 1.417 2.659 -2.259 0.9 -0.6 0.3
H -0.339 0.578 1.641 0.0 -0.1 -0.3
H 1.035 -0.342 2.293 0.0 0.0 -0.1
H 1.287 1.270 1.602 -0.1 0.0 0.3
H 2.163 -0.425 0.030 0.3 0.0 0.3
H 0.645 -1.227 -0.046 -0.5 0.4 -0.6
H 1.341 2.516 -0.177 0.3 -0.2 0.5
H 2.658 1.503 -0.919 0.2 0.3 0.2
H 1.667 2.048 -3.126 0.2 0.2 -0.1
H 2.173 3.424 -2.083 0.0 0.4 -0.7
H 0.459 3.140 -2.461 -0.1 -0.3 0.6
C -3.974 -3.889 -5.599 -0.4 1.4 1.2
C -5.306 -4.423 -6.072 1.6 -0.1 -0.4
O -5.024 -4.826 -7.402 -2.0 -1.1 -0.1
C -5.959 -5.807 -7.904 1.5 -0.2 -1.7
C -5.270 -6.298 -9.192 0.8 -0.3 0.5
H -3.799 -2.963 -6.147 0.6 -0.3 -0.4
H -4.071 -3.508 -4.582 -0.1 -0.1 0.3
H -3.113 -4.557 -5.568 -0.3 -0.2 -0.6
H -5.603 -5.274 -5.459 -0.4 0.0 0.0
H -6.031 -3.609 -6.082 -0.3 -0.2 0.3
H -6.133 -6.639 -7.221 0.4 0.0 0.4
H -6.954 -5.480 -8.206 -0.1 0.9 0.4
H -5.733 -7.181 -9.633 -0.4 0.4 -0.3
H -4.246 -6.608 -8.984 0.0 -0.3 0.5
H -5.056 -5.484 -9.884 -0.8 0.0 -0.2
C -0.501 -5.100 9.390 -0.9 0.4 1.4
C -1.121 -6.285 10.198 0.8 0.6 -2.3
O -1.869 -7.088 9.298 -1.3 -1.0 -0.2
C -3.062 -6.559 8.680 1.9 1.5 0.1
C -3.631 -7.480 7.670 -0.2 -1.0 -0.4
H 0.034 -5.479 8.519 -0.3 0.2 0.0
H -1.295 -4.379 9.194 -0.1 -0.1 -0.8
H 0.159 -4.470 9.985 0.4 -0.4 0.2
H -0.257 -6.922 10.385 -0.4 -0.1 1.0
H -1.749 -5.983 11.037 0.4 0.0 0.3
H -3.794 -6.160 9.383 -0.1 -0.3 0.4
H -2.718 -5.697 8.109 -0.1 0.4 0.0
H -2.857 -7.881 7.015 0.2 0.0 0.2
H -4.288 -6.921 7.004 -0.3 0.0 0.2
H -4.160 -8.325 8.111 -0.1 0.0 -0.1
```
Forces are in eV/Å.